This record from the Open Molecules 2025 dataset describes a 2-piece molecular cluster, C10H19ClFNO3 overall. The level of theory is ωB97M-V with the def2-TZVPD basis set.

Structure (XYZ):
```
35
Properties=species:S:1:pos:R:3:forces:R:3
C 2.50450 -2.98731 -0.20399 -0.4 0.1 0.0
C 2.52019 -2.24534 -1.30934 -0.1 -0.2 -0.1
C 1.84024 -0.91761 -1.48162 -0.4 0.1 -0.3
N 0.54500 -0.80678 -0.75858 -0.1 -0.5 0.0
C 0.44343 -0.05338 0.53412 -0.2 0.4 -0.1
C 1.57220 -0.11201 1.56061 -0.2 0.1 -0.1
O 1.11406 0.62881 2.66953 0.6 0.1 -0.1
O 0.78098 1.92894 2.05746 -0.4 -0.6 0.2
C -0.97274 -0.43643 0.92534 0.7 -0.1 -0.5
C -1.73111 -0.08453 -0.38486 0.3 0.5 0.5
C -2.22722 1.37271 -0.32013 -0.2 -0.2 -0.3
C -3.27771 1.59729 0.73546 0.0 0.0 0.1
F -4.44455 0.90800 0.37381 0.0 0.0 0.0
C -0.67923 -0.25375 -1.51708 -0.5 -0.5 -0.4
O -0.39755 0.91276 -2.17921 0.3 0.1 0.2
H 1.63098 -3.02218 0.44222 0.4 0.7 0.6
H 3.35707 -3.56938 0.11855 -0.3 -0.9 -0.6
H 3.07336 -2.58929 -2.17729 0.9 0.6 0.3
H 2.51154 -0.15824 -1.08482 0.0 0.1 0.0
H 1.69291 -0.66538 -2.53048 -0.1 -0.1 0.0
H 0.23693 -1.76577 -0.58058 0.2 0.0 0.2
H 0.38246 0.99042 0.22482 0.3 0.1 0.0
H 2.45596 0.37137 1.12843 0.1 -0.1 0.1
H 1.84975 -1.10631 1.91352 -0.2 -0.1 0.1
H 1.31672 2.63356 2.46912 0.0 -0.1 0.1
H -0.97217 -1.51195 1.13596 -0.4 0.0 0.3
H -1.27250 0.14465 1.78744 -0.2 -0.1 0.1
H -2.56524 -0.76044 -0.55676 -0.1 0.0 -0.1
H -2.68859 1.61761 -1.27755 0.1 0.1 0.0
H -1.40571 2.07869 -0.16669 0.0 0.0 0.1
H -2.99361 1.23658 1.72344 0.0 0.0 0.0
H -3.51210 2.65588 0.81920 -0.1 0.0 -0.1
H -0.94141 -1.04353 -2.22784 -0.1 0.0 0.1
H 0.00779 0.72791 -3.03254 -0.1 0.1 -0.1
Cl 0.24538 4.28440 1.17036 0.0 0.2 -0.2
```
Positions in Å, forces in eV/Å.

Output
gap between HOMO and LUMO = 0.227 Eh

This record from the Open Molecules 2025 dataset describes C28H46LuN7O3PS2Si2 as an isolated structure. The level of theory is ωB97M-V with the def2-TZVPD basis set.

Structure (XYZ):
```
90
Properties=species:S:1:pos:R:3:forces:R:3
Lu 0.00000 0.00000 0.00000 -0.9 -1.6 0.4
C 2.81070 -1.35020 1.51540 2.8 -2.6 1.2
Si 1.72250 -2.67210 0.72990 0.4 -0.4 0.3
C 0.46230 -3.23790 1.99410 0.5 -1.0 -0.2
C 2.83970 -4.15480 0.34690 0.1 0.1 0.2
C 0.99760 -2.08070 -0.83860 0.5 4.1 -0.6
C 1.81830 -0.87640 -1.61090 -0.5 -0.8 0.8
C 2.79190 -1.37920 -2.47620 0.7 1.2 -0.7
C 3.58170 -0.49400 -3.21220 -0.2 -0.3 0.1
C 3.40400 0.88240 -3.08830 -0.1 0.1 0.2
C 2.43370 1.36060 -2.22540 1.6 -0.8 0.9
N 1.63980 0.56430 -1.48800 2.7 -4.6 1.3
Si -0.46620 -2.74840 -1.70100 0.4 -0.6 -0.1
C -1.17070 -1.49020 -2.91320 1.3 -0.5 -2.9
C -1.83950 -3.31350 -0.56050 1.6 -4.6 1.7
C 0.07650 -4.25380 -2.71690 -0.2 0.0 -0.1
H 3.23500 -1.71640 2.45510 0.4 -0.5 0.2
H 2.22760 -0.45010 1.73120 2.7 -1.1 2.2
H 3.63760 -1.07750 0.85320 0.1 0.2 -0.1
H 0.94750 -3.41530 2.95910 0.1 0.0 0.0
H -0.01280 -4.17420 1.69000 0.0 -0.1 0.0
H -0.31400 -2.48190 2.14250 1.0 -1.5 -0.1
H 3.31010 -4.51980 1.26460 0.1 -0.1 0.0
H 3.62790 -3.86940 -0.35580 0.0 0.0 0.0
H 2.25860 -4.97040 -0.09250 0.0 0.0 0.0
H 2.94740 -2.44740 -2.58810 -0.3 0.2 0.2
H 4.34070 -0.88240 -3.88690 -0.1 0.1 0.1
H 4.01610 1.57270 -3.65890 -0.1 0.0 0.1
H 2.26630 2.42600 -2.10260 0.1 0.0 0.0
H -1.47430 -0.57910 -2.38900 0.3 -1.0 -1.6
H -2.04840 -1.90160 -3.42070 0.1 0.0 -0.1
H -0.43250 -1.22270 -3.67490 0.0 -0.8 -0.8
H -2.09120 -2.53760 0.16820 0.5 -2.0 0.8
H -1.56040 -4.22310 -0.02260 0.0 -0.5 0.0
H -2.74230 -3.53830 -1.13730 1.2 -1.2 0.6
H 0.85000 -3.97160 -3.43700 0.0 -0.1 0.0
H -0.77500 -4.66460 -3.26730 0.0 -0.1 -0.1
H 0.47580 -5.03470 -2.06350 0.0 0.0 0.0
N -1.79320 5.66450 3.20810 1.0 1.2 0.9
C -1.54380 4.55480 2.47050 -0.6 0.4 -0.1
N -2.57560 4.34790 1.61400 -0.6 -1.3 -0.5
N -0.45520 3.88880 2.63910 0.7 -0.6 -0.6
C -0.25750 2.80690 1.88040 -0.4 -1.0 1.0
N -0.12250 1.86800 1.21380 0.1 0.9 3.8
H -2.15320 6.43400 2.65490 -0.2 -0.2 0.2
H -0.97320 5.95320 3.73430 -0.3 -0.1 0.0
H -3.47980 4.56710 2.01880 0.2 0.1 -0.2
H -2.59520 3.44120 1.15560 0.0 0.1 0.1
O -3.76260 -2.23980 -1.67640 -1.9 1.2 -1.1
C -2.81890 -1.67800 -1.25590 2.7 6.2 3.0
N -1.81320 -1.07930 -0.80780 -7.3 0.7 -0.1
O -2.84570 -4.08890 5.44430 0.7 0.5 0.4
S -2.33440 -2.73600 5.55740 -0.3 -0.3 0.4
O -1.74870 -2.25360 6.79380 0.0 -0.8 -0.5
N -1.41550 -2.33510 4.26530 -0.2 -0.4 1.0
C -2.02060 -1.44030 3.54020 1.7 0.0 -1.2
S -1.18830 -0.90960 2.14190 -2.8 2.6 1.3
C -3.34520 -1.00060 4.01890 -0.5 0.2 0.0
C -4.22900 -0.07970 3.48490 -0.4 0.2 0.2
C -5.43500 0.14320 4.16200 0.3 -0.3 0.3
C -5.73590 -0.55130 5.35100 0.2 0.2 -0.4
C -4.83530 -1.47840 5.87990 -0.2 0.3 -0.3
C -3.65750 -1.67040 5.18370 -0.7 0.4 0.0
H -3.98590 0.44910 2.56820 0.0 -0.1 0.1
H -6.14560 0.86230 3.76170 0.1 -0.1 0.1
H -6.67830 -0.36150 5.85890 0.1 0.0 -0.1
H -5.04360 -2.02490 6.79240 0.0 0.0 -0.1
C -3.81090 2.91110 -1.37130 -0.3 0.0 0.2
C -2.76410 2.46690 -2.38070 -0.3 -0.1 -0.1
P -1.30260 1.69910 -1.58780 0.1 1.1 -0.3
C -0.19130 1.25800 -2.97460 -0.3 1.1 -1.5
C -0.36660 2.01010 -4.28060 -0.3 0.2 -0.4
C -0.45910 3.09160 -0.74960 0.2 1.7 -2.0
C -0.05340 4.27960 -1.59760 0.1 0.5 -0.2
H -4.68720 3.31110 -1.89220 0.1 0.0 0.1
H -3.42970 3.69870 -0.71290 -0.1 0.0 -0.2
H -4.14630 2.07760 -0.74440 0.1 0.0 -0.1
H -2.48530 3.32290 -3.00180 0.2 -0.1 0.0
H -3.22320 1.72840 -3.04760 0.2 0.0 0.1
H -0.34850 0.19320 -3.18470 0.5 1.3 0.2
H 0.84860 1.34730 -2.64070 -3.1 0.7 -1.4
H -1.34660 1.81280 -4.72780 0.1 0.1 -0.1
H 0.38920 1.68180 -5.00230 0.0 0.0 0.0
H -0.26210 3.09130 -4.16260 0.0 0.0 -0.1
H 0.43870 2.69470 -0.26140 -0.3 0.5 -1.1
H -1.10830 3.44610 0.05890 0.3 -0.1 -0.9
H 0.71080 4.00830 -2.33170 -0.2 0.1 0.0
H 0.37820 5.05890 -0.95990 0.0 0.1 -0.1
H -0.90230 4.72270 -2.12560 0.1 0.0 -0.1
H 1.60780 -0.19770 1.19010 -5.3 3.8 -3.3
```
Positions in Å, forces in eV/Å.

Output
gap between HOMO and LUMO (alpha / beta) = 0.151 / 0.151 Eh
total charge = -1

Across the entries above, max |F| takes the values 1.17; 7.45 eV/A, respectively.
Across the entries above, E takes the values -1232.7461; -4655.4610 Ha, respectively.